# 1
Density functional theory data (the ωB97M-V functional and the def2-TZVPD basis) for a cluster of 10 separate species, C34H56O18 in total in a non-equilibrium geometry.

```
108
C34H56O18 (the ωB97M-V functional and the def2-TZVPD basis)
O 8.953 12.817 13.148
C 9.307 13.933 13.410
C 8.649 14.878 14.475
C 9.563 16.069 14.501
C 10.361 15.981 13.173
O 10.263 14.588 12.736
H 7.623 15.174 14.276
H 8.561 14.430 15.471
H 9.064 17.047 14.561
H 10.296 15.894 15.332
H 9.937 16.490 12.337
H 11.460 16.179 13.239
O 11.733 10.767 14.532
C 11.180 10.688 13.443
C 10.094 9.682 13.102
C 10.200 9.652 11.561
C 10.784 10.995 11.233
O 11.457 11.482 12.381
H 10.126 8.690 13.567
H 9.180 10.055 13.572
H 10.967 8.902 11.368
H 9.254 9.381 11.112
H 11.499 11.023 10.436
H 10.068 11.769 10.964
O 8.950 6.393 16.977
C 9.755 6.375 16.085
C 9.755 5.639 14.781
C 10.731 6.364 13.869
C 11.592 7.093 14.856
O 10.910 7.027 16.114
H 10.132 4.677 15.075
H 8.752 5.460 14.393
H 11.372 5.647 13.315
H 10.220 7.013 13.100
H 12.559 6.600 14.881
H 11.797 8.164 14.687
O 12.849 7.681 12.184
C 14.028 7.640 12.211
C 14.965 8.475 13.016
C 16.252 7.698 12.998
C 16.159 7.091 11.597
O 14.758 6.875 11.394
H 15.095 9.419 12.440
H 14.640 8.848 13.977
H 17.099 8.339 13.174
H 16.250 6.934 13.790
H 16.491 7.755 10.825
H 16.590 6.069 11.507
O 15.556 12.281 10.628
C 14.904 13.289 10.443
C 15.454 14.738 10.418
C 14.189 15.611 10.568
C 13.092 14.646 10.187
O 13.565 13.316 10.427
H 16.150 14.865 11.291
H 15.997 14.925 9.483
H 13.994 15.933 11.636
H 14.289 16.523 9.907
H 12.203 14.770 10.767
H 12.872 14.688 9.163
O 13.442 15.679 14.121
C 13.894 14.596 14.373
C 13.820 13.906 15.652
C 14.527 12.595 15.435
C 14.649 12.521 13.917
O 14.621 13.866 13.496
H 14.310 14.481 16.470
H 12.766 13.818 16.034
H 15.473 12.488 15.981
H 13.917 11.741 15.746
H 15.585 12.081 13.723
H 13.830 11.927 13.473
O 10.615 13.419 16.361
C 10.683 12.339 16.895
C 9.611 11.220 17.017
C 10.223 10.135 17.876
C 11.725 10.515 17.825
O 11.880 11.844 17.341
H 8.730 11.585 17.490
H 9.397 10.907 15.993
H 9.809 10.306 18.882
H 10.104 9.083 17.688
H 12.281 10.494 18.810
H 12.250 9.796 17.186
O 7.238 7.607 14.127
C 6.817 8.139 15.125
C 5.330 8.136 15.607
C 5.440 8.719 16.992
C 6.777 9.517 16.987
O 7.575 8.950 15.892
H 4.893 8.855 14.862
H 4.992 7.118 15.453
H 4.658 9.298 17.362
H 5.462 7.804 17.631
H 6.726 10.571 16.643
H 7.351 9.544 17.938
C 6.046 12.787 11.374
O 6.747 11.606 11.783
H 6.284 13.178 10.306
H 5.002 12.453 11.256
H 6.163 13.621 12.047
H 7.683 11.849 11.907
C 13.982 10.088 8.232
O 15.073 9.978 9.125
H 13.863 9.122 7.799
H 13.012 10.441 8.654
H 14.281 10.755 7.361
H 15.298 10.781 9.629
```

Computed properties:
spin multiplicity: 1
SMILES: O=C1CCCO1.O=C1CCCO1.O=C1CCCO1.O=C1CCCO1.O=C1CCCO1.O=C1CCCO1.O=C1CCCO1.O=C1CCCO1.CO.CO



# 2
Density functional theory data (the ωB97M-V functional and the def2-TZVPD basis) for a cluster of 11 separate species, C34H56O32S5 in total in a non-equilibrium geometry.

```
127
C34H56O32S5 (the ωB97M-V functional and the def2-TZVPD basis)
O -3.804 -6.191 0.146
S -3.664 -4.908 -0.473
O -3.940 -4.770 -1.877
O -4.485 -3.851 0.420
C -3.783 -2.624 0.583
C -2.391 -2.807 -0.020
O -2.221 -4.249 -0.136
H -4.403 -1.840 0.152
H -3.653 -2.506 1.660
H -1.716 -2.279 0.653
H -2.125 -2.532 -1.041
O -1.916 0.105 -1.346
S -0.514 0.336 -1.215
O 0.069 1.324 -2.089
O -0.148 0.808 0.304
C 0.993 0.061 0.761
C 1.351 -1.020 -0.237
O 0.302 -1.074 -1.229
H 1.811 0.784 0.748
H 0.801 -0.322 1.757
H 1.276 -1.949 0.331
H 2.276 -0.979 -0.800
O -1.519 -1.998 -6.968
S -0.737 -0.806 -6.905
O 0.389 -0.610 -7.754
O -1.667 0.478 -7.004
C -2.480 0.584 -5.833
C -1.429 0.264 -4.751
O -0.403 -0.519 -5.322
H -2.742 1.643 -5.812
H -3.424 0.045 -5.900
H -1.973 -0.228 -3.938
H -1.137 1.181 -4.240
O 4.276 -2.118 -1.514
S 4.435 -1.669 -2.879
O 5.455 -2.253 -3.716
O 3.019 -1.433 -3.601
C 2.668 -0.072 -3.780
C 3.576 0.805 -2.950
O 4.730 -0.022 -2.795
H 2.886 0.094 -4.837
H 1.622 0.134 -3.570
H 3.042 1.059 -2.029
H 3.865 1.720 -3.456
O -4.415 1.570 -2.273
S -4.941 0.236 -2.439
O -4.012 -0.756 -2.874
O -5.698 -0.271 -1.114
C -6.886 -0.963 -1.444
C -7.463 -0.153 -2.584
O -6.290 0.054 -3.364
H -6.640 -1.963 -1.813
H -7.662 -1.121 -0.696
H -7.737 0.797 -2.106
H -8.358 -0.533 -3.063
O -0.291 -1.570 3.253
C -0.703 -2.234 4.166
C 0.031 -2.645 5.456
C -0.861 -3.784 5.977
C -2.204 -3.610 5.261
O -1.933 -2.739 4.166
H 1.071 -2.906 5.299
H -0.063 -1.746 6.069
H -0.457 -4.785 5.815
H -1.019 -3.818 7.057
H -2.526 -4.602 4.960
H -2.873 -3.097 5.948
O 3.587 1.050 3.226
C 4.349 1.157 2.297
C 5.167 2.393 1.858
C 5.507 1.880 0.451
C 5.643 0.352 0.584
O 4.575 0.085 1.534
H 4.577 3.279 2.066
H 6.087 2.446 2.444
H 4.642 2.089 -0.186
H 6.398 2.401 0.106
H 5.643 -0.204 -0.343
H 6.606 0.264 1.097
O 1.932 -4.015 -5.344
C 1.689 -4.262 -4.205
C 0.523 -3.816 -3.380
C 0.638 -4.544 -2.025
C 2.036 -5.185 -2.082
O 2.534 -4.979 -3.407
H 0.640 -2.767 -3.105
H -0.420 -4.008 -3.884
H 0.603 -3.908 -1.146
H -0.137 -5.309 -2.029
H 2.672 -4.652 -1.375
H 2.040 -6.261 -1.922
O 0.565 3.169 5.474
C 1.308 2.302 5.848
C 1.364 0.859 5.461
C 2.325 0.233 6.499
C 3.135 1.446 6.919
O 2.239 2.571 6.775
H 0.327 0.528 5.564
H 1.562 0.701 4.403
H 1.747 -0.174 7.325
H 2.879 -0.526 5.949
H 3.313 1.405 7.992
H 3.961 1.698 6.254
O 3.146 5.243 -0.178
C 2.580 4.660 0.703
C 1.483 3.603 0.605
C 1.045 3.509 2.071
C 2.075 4.270 2.929
O 2.805 5.047 1.971
H 0.636 3.865 -0.022
H 1.995 2.758 0.141
H 0.133 4.042 2.328
H 0.956 2.467 2.377
H 1.471 4.810 3.655
H 2.708 3.621 3.535
O -4.015 3.976 1.064
C -3.492 4.314 0.035
C -3.668 5.604 -0.738
C -2.403 5.615 -1.639
C -1.958 4.138 -1.671
O -2.641 3.534 -0.605
H -4.606 5.494 -1.283
H -3.765 6.434 -0.045
H -2.726 5.975 -2.617
H -1.687 6.361 -1.302
H -2.086 3.685 -2.653
H -0.880 4.122 -1.502
```

Computed properties:
spin multiplicity: 1
SMILES: O=S1(=O)OCCO1.O=S1(=O)OCCO1.O=S1(=O)OCCO1.O=S1(=O)OCCO1.O=S1(=O)OCCO1.O=C1CCCO1.O=C1CCCO1.O=C1CCCO1.O=C1CCCO1.O=C1CCCO1.O=C1CCCO1
energy relative to the best compared isomer or geometry (same formula, charge and spin): 370.3 kJ/mol



| no. | orbital gap (eV) |
| --- | --- |
| 1 | 10.27 |
| 2 | 10.03 |